{"formula": "C2H3NO2S", "method": "ωB97M-V/def2-TZVPD", "species": ["C", "C", "N", "O", "O", "S", "H", "H", "H"], "coordinates": [[-0.659, -1.982, 0.010], [-0.685, -0.799, 0.459], [0.886, 2.035, -0.170], [0.143, 1.980, 0.766], [1.627, 2.917, -0.498], [0.836, 0.762, -1.277], [-1.228, -2.822, 0.343], [-0.080, -2.048, -0.955], [-0.840, -0.044, 1.322]], "forces_ev_per_angstrom": [[0.8, -0.9, -2.7], [1.0, 4.0, 1.6], [-0.2, -0.5, -1.0], [-0.5, 0.8, 1.8], [0.7, 1.4, 0.4], [-1.1, -2.5, 0.4], [-0.2, -0.5, 0.5], [-0.8, -0.5, 1.1], [0.2, -1.4, -2.0]], "mol_weight_da": 105.118, "e_above_lowest_kcal_mol": 180.4, "homo_ev": [-9.7, -9.3], "charge": 0, "energy_ev": -18535.63021, "orbital_gap_ev": [8.30, 7.18], "lumo_energy_ev": [-1.383, -2.105], "multiplicity": 1}